A structure of composition C3H3Br9 in a non-equilibrium geometry. Source: OMol25; level of theory: wB97M-V/def2-TZVPD.

Values from the calculation:
Total energy (eV): -633533.173
Orbital gap (Eh): 0.266
E_HOMO (eV): -8.16
LUMO energy (eV): -0.9173
Charge: 0
Energy relative to the best compared isomer or geometry (same formula, charge and spin) (kcal/mol): 181.2
M (g/mol): 758.2
Spin multiplicity: 1
Max |F| (hartree/bohr): 0.1568

Cartesian coordinates (Å):
C 1.08 -16.57 -27.28
Br 0.08 -14.89 -27.63
Br -0.20 -18.05 -27.06
Br 2.27 -16.45 -25.67
H 1.75 -16.81 -28.11
C 4.36 -17.91 -27.82
Br 2.47 -18.43 -28.13
Br 4.58 -16.06 -27.25
Br 5.52 -18.36 -29.35
H 4.66 -18.55 -26.98
C 0.43 -13.35 -25.60
Br -1.14 -12.97 -24.42
Br 1.95 -14.17 -24.65
Br 0.91 -11.79 -26.71
H 0.12 -14.10 -26.32

Here are the Löwdin charges for atoms 1 to 4, given in e: -1.44 0.83 0.58 0.37